[1]
Below is a molecular structure, C16H24Cl12NNbO5P, with properties calculated with ωB97M-V/def2-TZVPD.

Last column: natural (NBO) charge in e.
CARTESIAN COORDINATES (ANGSTROEM)
C -3.46842 4.63497 0.16257  -0.2917
C -2.36668 4.18606 0.32742  0.0311
C -1.02936 3.63554 0.52601  -0.4831
C -0.99183 2.09834 0.40389  -0.4036
C 0.21964 1.52646 1.15205  -0.8700
Nb 0.95269 -0.39176 0.23387  1.5225
C 2.98349 0.57189 0.20004  -1.0821
C 0.82464 0.18121 -1.91230  -0.4858
C 0.68788 0.44496 -3.09352  -0.2649
N -0.82954 -1.49410 0.21212  -0.8678
C -1.45068 -1.90605 1.44717  0.7218
C -2.59897 -1.09847 1.96622  -0.7216
O -1.05535 -2.90763 1.98808  -0.5386
C -1.72712 -1.33136 -0.88390  0.7266
C -1.39952 -2.19244 -2.07588  -0.7179
O -2.70389 -0.61754 -0.84727  -0.5906
P 1.63981 -1.04846 2.69281  1.8535
O 0.63890 -0.63497 3.70546  -1.1196
O 3.06799 -0.36896 3.12539  -1.0053
O 1.98390 -2.63851 2.80740  -0.9993
H -4.46496 4.95251 -0.02527  0.2242
H -0.66918 3.92934 1.51387  0.2289
H -0.35481 4.08229 -0.20810  0.2284
H -1.91945 1.71148 0.82608  0.2091
H -1.00196 1.84350 -0.65845  0.2163
H 0.00742 1.46046 2.22341  0.2531
H 1.05709 2.22853 1.07332  0.2207
H 1.95843 -1.87725 -0.24142  -0.2755
H 3.08341 1.26597 1.03483  0.2201
H 3.15674 1.09305 -0.74442  0.2175
H 3.76660 -0.18347 0.27832  0.2074
H 0.58010 0.65045 -4.13357  0.2146
H -3.43915 -1.27903 1.30148  0.2445
H -2.84410 -1.47700 2.95583  0.2316
H -2.37638 -0.03666 1.98505  0.2382
H -1.33777 -1.57907 -2.96873  0.2444
H -0.50121 -2.76546 -1.89336  0.2302
H -2.22775 -2.90334 -2.14942  0.2335
H 3.80808 -0.86814 2.76630  0.4822
H 2.41694 -2.91078 1.98821  0.4949
C -0.22968 -5.76331 -4.51864  -0.2884
Cl 0.47526 -4.40278 -3.66323  0.0495
Cl -0.20768 -7.22438 -3.52624  0.0113
Cl -1.87553 -5.39477 -5.04705  0.0095
H 0.36363 -5.95745 -5.40175  0.2213
C 1.59858 5.65437 3.11746  -0.2891
Cl 1.79279 6.05175 1.40546  0.0083
Cl -0.06396 5.94726 3.64025  0.0118
Cl 2.08993 4.00289 3.44513  0.0560
H 2.24016 6.31904 3.67965  0.2198
C -6.04291 -3.10498 -0.41947  -0.2868
Cl -4.41808 -3.41693 0.17083  0.0408
Cl -6.11881 -1.57111 -1.27828  0.0335
Cl -6.61398 -4.43201 -1.44407  -0.0028
H -6.70349 -3.04522 0.43481  0.2227
C 6.42447 1.70229 -1.56652  -0.2848
Cl 6.67272 0.34398 -0.47204  0.0221
Cl 5.46526 1.21769 -2.96439  0.0224
Cl 5.68143 3.06485 -0.73149  0.0261
H 7.39421 2.02227 -1.92200  0.2189

Computed properties:
Calculated total energy = -6975.546930 Eh
Charge = -1
Gap between HOMO and LUMO = 7.2 eV

---

[2]
Below is a molecular structure, C16H24Cl16FN3S, with properties calculated with ωB97M-V/def2-TZVPD.

Last column: natural (NBO) charge in e.
CARTESIAN COORDINATES (ANGSTROEM)
C -1.87094 -0.69639 -3.54788  -0.6521
C -2.27455 -0.53444 -2.10959  0.1817
F -3.66480 -0.21607 -2.09243  -0.4012
C -1.59446 0.58444 -1.37930  -0.0644
C -0.88695 1.54282 -2.02630  -0.1873
C -0.29041 2.57845 -1.26582  0.1401
N 0.42424 3.60450 -1.73770  -0.6543
S 0.83460 4.49883 -0.48127  0.9419
N 0.16360 3.66226 0.71348  -0.6177
C -0.44004 2.61023 0.14991  0.0988
C -1.17995 1.59797 0.81100  -0.2772
C -1.74104 0.61603 0.05867  0.1947
N -2.47102 -0.44646 0.63732  -0.8373
H -2.30982 -1.61124 -3.93867  0.2261
H -2.25386 0.13107 -4.13961  0.2184
H -0.79321 -0.76382 -3.61795  0.2319
H -2.19067 -1.46426 -1.55451  0.2002
H -0.76658 1.56011 -3.09807  0.2335
H -1.31285 1.59698 1.87910  0.2334
H -3.45674 -0.37673 0.40788  0.3884
H -2.39878 -0.41315 1.64747  0.3838
C -5.58334 2.26531 -2.51533  -0.3975
Cl -6.74149 2.33932 -3.85143  -0.0327
Cl -4.49925 3.66309 -2.48000  -0.0347
H -6.13624 2.24071 -1.58434  0.2178
H -4.97623 1.37770 -2.62801  0.2447
C -2.93226 -3.50472 1.97899  -0.3971
Cl -4.26259 -3.31881 0.82522  -0.0310
Cl -3.16674 -2.53472 3.44320  -0.0356
H -2.87694 -4.54481 2.26772  0.2253
H -2.01754 -3.18116 1.50304  0.2378
C 1.44397 -3.32823 -4.85665  -0.3910
Cl 0.11810 -4.20506 -4.08181  -0.0242
Cl 1.49210 -1.62846 -4.37100  -0.0221
H 2.37880 -3.79106 -4.56614  0.2238
H 1.30774 -3.37408 -5.92996  0.2241
C 1.15913 -0.02389 3.07073  -0.3988
Cl -0.23423 -1.11633 3.16048  -0.0340
Cl 0.75182 1.61328 3.59567  -0.0203
H 1.94301 -0.41064 3.71233  0.2303
H 1.48894 0.02434 2.03889  0.2247
C 0.92353 -4.70807 1.95655  -0.3920
Cl -0.24507 -4.56580 3.28120  -0.0219
Cl 0.34608 -4.05049 0.41968  -0.0223
H 1.81611 -4.16474 2.24159  0.2235
H 1.14265 -5.75850 1.81224  0.2246
C 3.17999 2.46719 -2.50112  -0.3955
Cl 4.87952 2.69674 -2.93934  -0.0384
Cl 2.51640 0.97537 -3.17773  -0.0300
H 3.11433 2.40945 -1.42081  0.2189
H 2.60353 3.30306 -2.87711  0.2396
C 6.58320 2.85215 0.59257  -0.3928
Cl 7.39862 3.64671 1.94320  -0.0212
Cl 5.41584 1.63911 1.13769  -0.0343
H 6.05349 3.60151 0.01774  0.2247
H 7.32765 2.35645 -0.01769  0.2236
C 1.70460 0.21465 7.21672  -0.3958
Cl 3.32383 0.33543 6.51340  -0.0292
Cl 0.70677 -0.96634 6.36362  -0.0214
H 1.80010 -0.09026 8.25141  0.2225
H 1.22628 1.18347 7.13887  0.2261

Computed properties:
Calculated total energy = -8649.464757 Eh
Charge = 0
Gap between HOMO and LUMO = 8.1 eV

---

[3]
Below is 7 unconnected molecules or ions with the total composition C16H24ClFN7O2P, with properties calculated with ωB97M-V/def2-TZVPD.

Last column: natural (NBO) charge in e.
CARTESIAN COORDINATES (ANGSTROEM)
O 0.51869 -1.49015 2.17022  -0.5039
C 0.12104 -0.47360 2.56570  0.7223
N -0.84787 -0.27179 3.62711  -0.6904
C -0.30782 0.88406 4.41251  -0.2696
C 0.91127 1.45415 3.61178  0.2057
F 0.99210 2.81245 3.50874  -0.3379
C 0.51489 0.95634 2.18171  -0.7360
P 1.70448 1.29992 0.79781  1.1334
O 0.94335 0.82071 -0.60576  -1.0113
Cl 3.40391 0.08547 1.11820  -0.3270
H -1.71811 -0.00756 3.17335  0.3809
H -1.05948 1.66321 4.53804  0.2208
H -0.02998 0.41645 5.35733  0.2175
H 1.87658 0.97844 3.80178  0.1799
H -0.41545 1.49054 1.94943  0.2673
H 0.05023 1.27108 -0.57346  0.5062
C -2.94756 -0.19736 -1.97309  -0.7485
C -2.21091 0.72492 -1.10977  0.4124
N -1.64214 1.43936 -0.42507  -0.4532
H -3.37410 -0.99945 -1.37261  0.2830
H -3.75156 0.33655 -2.47735  0.2513
H -2.27846 -0.62465 -2.71809  0.2911
C -4.38380 -1.52619 -5.70919  -0.7190
C -3.15328 -1.79667 -4.95655  0.3075
N -2.19780 -2.00960 -4.37219  -0.3512
H -4.83062 -2.46429 -6.03206  0.2598
H -5.09222 -0.99176 -5.07872  0.2537
H -4.15435 -0.91979 -6.58312  0.2586
C -3.06659 -2.85673 2.12868  -0.7253
C -4.00362 -2.12989 1.26274  0.3118
N -4.72052 -1.56510 0.57870  -0.3723
H -2.93047 -3.87007 1.75636  0.2593
H -2.10425 -2.34742 2.13297  0.2627
H -3.45168 -2.89905 3.14575  0.2650
C 3.27596 0.41106 -3.18517  -0.7393
C 3.73944 0.21733 -4.56455  0.3011
N 4.10269 0.07287 -5.63640  -0.3675
H 2.18856 0.45217 -3.16072  0.2549
H 3.61204 -0.41550 -2.56153  0.2535
H 3.68175 1.34224 -2.78336  0.2836
C 4.34526 5.21205 -3.49048  -0.7172
C 4.35910 4.02925 -2.62300  0.3125
N 4.36977 3.10869 -1.95087  -0.3515
H 5.20824 5.19185 -4.15300  0.2574
H 3.43599 5.21897 -4.08829  0.2555
H 4.38105 6.11416 -2.88291  0.2547
C 1.56733 -3.00140 4.93402  -0.7229
C 0.34752 -3.07286 5.74774  0.2955
N -0.60033 -3.12776 6.37858  -0.3446
H 1.32263 -3.17353 3.88796  0.2722
H 2.02036 -2.01668 5.03440  0.2453
H 2.27876 -3.75544 5.26567  0.2520

Computed properties:
Calculated total energy = -2059.207949 Eh
SMILES string = O=C1NC[C@H](F)[C@H]1P(O)Cl.CC#N.CC#N.CC#N.CC#N.CC#N.CC#N
Charge = 0
Gap between HOMO and LUMO = 8.5 eV

---

[4]
Below is a single C16H24ClN3O3S molecule, with properties calculated with ωB97M-V/def2-TZVPD.

Last column: natural (NBO) charge in e.
CARTESIAN COORDINATES (ANGSTROEM)
C 0.43750 4.45826 -0.77913  -0.6129
H 1.18075 4.64437 -1.54920  0.2157
H -0.42301 3.97454 -1.23328  0.1967
H 0.11185 5.41002 -0.36750  0.2142
C 1.04837 3.60451 0.32662  -0.2087
N 1.74568 2.44429 -0.20259  -0.4459
C 0.84091 1.43023 -0.71288  -0.2366
C 1.63544 0.30500 -1.38054  -0.2235
N 2.56208 -0.25927 -0.42887  -0.4322
C 2.52201 -1.48302 0.12811  0.6740
O 3.30510 -1.83397 0.99286  -0.6300
C 1.44264 -2.43936 -0.38007  -0.3311
N 0.12633 -1.96123 0.00559  -0.6786
S -1.09470 -2.44616 -1.04259  2.3090
O -0.62661 -2.11531 -2.35816  -0.9498
O -1.54523 -3.78826 -0.80630  -0.9358
C -2.41709 -1.31578 -0.60840  -0.2604
C -3.44397 -1.73727 0.21646  -0.2031
C -4.45650 -0.85579 0.55336  -0.2231
C -4.42217 0.43889 0.05120  -0.0252
C -3.40024 0.85569 -0.79258  -0.2235
C -2.39395 -0.03428 -1.12442  -0.1950
H -1.59693 0.24095 -1.79484  0.2418
H -3.40159 1.86047 -1.18448  0.2340
Cl -5.67481 1.54318 0.47180  0.0293
H -5.26613 -1.16481 1.19531  0.2352
H -3.44279 -2.75475 0.57440  0.2482
C -0.18406 -2.03726 1.42109  -0.2308
C -0.25256 -3.44997 1.99727  -0.6473
H -0.67825 -3.41374 2.99671  0.2171
H 0.74050 -3.88567 2.06631  0.2165
H -0.87309 -4.07956 1.36508  0.2339
H -1.14644 -1.53365 1.54730  0.2074
H 0.57874 -1.45767 1.95023  0.2175
H 1.45804 -2.51132 -1.46815  0.2505
H 1.65635 -3.42949 0.03802  0.2208
C 3.46099 0.74301 0.10415  -0.2326
C 2.65040 1.85468 0.76795  -0.2237
H 3.32989 2.62911 1.13023  0.2069
H 2.10459 1.43588 1.63339  0.1653
H 4.12086 0.26082 0.82622  0.2491
H 4.05092 1.16229 -0.71616  0.1981
H 0.95592 -0.44916 -1.77074  0.2387
H 2.21770 0.73030 -2.20600  0.2003
H 0.18887 1.89014 -1.45556  0.2031
H 0.21389 1.00019 0.09200  0.1683
H 0.26647 3.31221 1.05071  0.1620
H 1.78732 4.20770 0.86005  0.1964

Computed properties:
Calculated total energy = -1872.451875 Eh
SMILES string = CCN1CCN(C(=O)CN(CC)S(=O)(=O)c2ccc(Cl)cc2)CC1
Charge = 0
Gap between HOMO and LUMO = 9.1 eV
Energy above the lowest of the compared OMol25 structures with the same formula, charge and spin = 28.9 kJ/mol

---

The following E_LUMO values (in eV) correspond, in order, to the records above: 1.8; -0.5; 0.3; 0.2.